Entry 1:
Here is a single C5H8O molecule from OMol25. Energies are from the ωB97M-V functional and the def2-TZVPD basis.

Structure (XYZ):
```
14
Properties=species:S:1:pos:R:3
O -1.163 -0.221 1.327
C -0.337 -1.053 -0.728
C -1.567 -0.518 -0.005
C 0.387 0.321 -0.381
C -0.905 0.745 0.307
C 1.624 0.465 0.488
H -2.618 -0.721 -0.180
H 0.070 -1.987 -0.330
H 2.559 0.201 -0.015
H 1.524 -0.134 1.397
H 1.711 1.515 0.798
H 0.529 0.809 -1.353
H -0.510 -1.162 -1.805
H -1.305 1.739 0.480
```

SMILES: C[C@H]1C[C@H]2O[C@@H]12
Energy relative to the best compared isomer or geometry (same formula, charge and spin) in kcal per mole: 50.5
Total energy in eV: -7360.0663


Entry 2:
Here is 3 unconnected molecules or ions with the total composition C5H8O from OMol25. Energies are from the ωB97M-V functional and the def2-TZVPD basis.

Structure (XYZ):
```
14
Properties=species:S:1:pos:R:3
O -2.241 0.979 -1.901
C 0.736 0.783 -0.102
C 1.165 0.010 0.928
C -1.494 1.509 -0.899
C -0.133 1.312 -0.805
C 1.833 -1.331 0.673
H -1.832 2.531 -0.715
H -1.665 0.458 0.520
H 2.632 -1.250 -0.079
H -1.870 0.112 -2.113
H 1.112 -2.058 0.301
H 2.297 -1.713 1.585
H -0.716 -0.168 1.206
H 1.622 0.581 1.741
```

Energy relative to the best compared isomer or geometry (same formula, charge and spin) in kcal per mole: 153.7
Total energy in eV: -7355.5885


Entry 3:
Here is a single C5H8O molecule from OMol25. Energies are from the ωB97M-V functional and the def2-TZVPD basis.

Structure (XYZ):
```
14
Properties=species:S:1:pos:R:3
O -0.264 1.406 -1.032
C 0.947 0.650 2.157
C -0.155 0.225 -0.249
C -1.573 -0.346 -0.205
C 0.353 0.523 1.116
C 0.904 -0.750 -0.787
H -1.937 -0.549 -1.218
H 1.483 0.732 3.079
H -1.612 -1.263 0.387
H 0.974 -1.587 -0.091
H 1.882 -0.265 -0.729
H 0.515 1.954 -0.874
H 0.731 -1.120 -1.804
H -2.245 0.389 0.249
```

SMILES: C#CC(C)(C)O
Energy relative to the best compared isomer or geometry (same formula, charge and spin) in kcal per mole: 48.0
Total energy in eV: -7360.1740


Entry 4:
Here is a molecular structure, C5H8O from OMol25. Energies are from the ωB97M-V functional and the def2-TZVPD basis.

Structure (XYZ):
```
14
Properties=species:S:1:pos:R:3
O -0.498 -1.108 -0.917
C -1.528 -0.335 -0.341
C 0.740 -0.845 -0.056
C 0.396 0.164 0.922
C 1.797 0.076 -0.466
C -0.771 0.885 0.316
H 2.805 -0.318 -0.723
H 1.629 1.074 -0.837
H -1.352 1.533 0.989
H -2.114 -0.901 0.406
H 1.178 -1.760 0.353
H -2.225 0.071 -1.090
H -0.454 1.456 -0.562
H 0.398 0.008 2.006
```

Energy relative to the best compared isomer or geometry (same formula, charge and spin) in kcal per mole: 83.4
Total energy in eV: -7358.6393


Entry 5:
Here is a single C5H8O molecule from OMol25. Energies are from the ωB97M-V functional and the def2-TZVPD basis.

Structure (XYZ):
```
14
Properties=species:S:1:pos:R:3
O -0.379 -2.173 -2.464
C -0.552 0.678 -0.101
C -0.762 -0.286 -1.173
C -0.429 -1.579 -1.237
C 0.753 1.454 1.920
C 0.360 0.452 0.865
H -0.465 -3.104 -2.504
H -0.841 1.717 -0.202
H 0.816 -0.527 0.961
H 1.599 1.150 2.525
H 0.063 -2.110 -0.436
H -1.019 0.124 -2.152
H -0.101 1.764 2.527
H 0.957 2.439 1.471
```

SMILES: C/C=C/C=C/O
Energy relative to the best compared isomer or geometry (same formula, charge and spin) in kcal per mole: 43.6
Total energy in eV: -7360.3662


Entry 6:
Here is a single C5H8O molecule from OMol25. Energies are from the ωB97M-V functional and the def2-TZVPD basis.

Structure (XYZ):
```
14
Properties=species:S:1:pos:R:3
O 1.001 1.545 -0.862
C 0.739 -0.117 1.007
C 0.839 1.232 0.486
C 0.499 -1.166 -0.069
C -0.894 -0.553 -0.337
C -0.592 0.606 0.660
H 1.065 2.028 1.192
H 0.477 -2.183 0.325
H -0.019 1.518 -0.693
H 1.016 -0.307 2.030
H -1.689 -1.188 0.074
H -1.327 1.022 1.339
H 1.196 -1.103 -0.908
H -1.146 -0.323 -1.380
```

SMILES: O[C@H]1[C@H]2CC[C@@H]12
Energy relative to the best compared isomer or geometry (same formula, charge and spin) in kcal per mole: 82.8
Total energy in eV: -7358.6651


Entry 7:
Here is a single C5H8O molecule from OMol25. Energies are from the ωB97M-V functional and the def2-TZVPD basis.

Structure (XYZ):
```
14
Properties=species:S:1:pos:R:3
O 0.756 -0.042 1.214
C 0.991 0.872 0.124
C -0.607 -0.188 1.410
C -1.168 -0.693 0.116
C -0.480 -0.638 -1.026
C 0.862 0.077 -1.207
H 1.669 -0.639 -1.416
H 0.779 0.678 -2.136
H 1.816 1.296 0.684
H -0.931 -1.095 -1.904
H 0.212 1.651 0.003
H -1.022 0.791 1.723
H -2.133 -1.179 0.175
H -0.744 -0.891 2.239
```

SMILES: C1=CCOCC1
Energy relative to the best compared isomer or geometry (same formula, charge and spin) in kcal per mole: 43.2
Total energy in eV: -7360.3813


Entry 8:
Here is a single C5H8O2 molecule from OMol25. Energies are from the ωB97M-V functional and the def2-TZVPD basis.

Structure (XYZ):
```
15
Properties=species:S:1:pos:R:3
O 2.351 0.443 0.143
O -1.352 -2.127 0.548
C -1.773 0.106 -0.493
C 0.115 -0.134 0.612
C -1.052 -1.010 0.205
C -0.629 1.122 0.150
C 1.367 -0.527 -0.133
H -0.009 1.719 -0.558
H -1.394 0.560 -1.382
H 3.166 0.179 -0.297
H -2.866 0.127 -0.374
H 1.644 -1.533 0.217
H 1.165 -0.602 -1.218
H 0.282 -0.128 1.685
H -1.016 1.805 0.896
```

SMILES: O=C1CC[C@@H]1CO
Energy relative to the best compared isomer or geometry (same formula, charge and spin) in kcal per mole: 52.1
Total energy in eV: -9407.5714


Entry 9:
Here is 2 unconnected molecules or ions with the total composition C5H8O2 from OMol25. Energies are from the ωB97M-V functional and the def2-TZVPD basis.

Structure (XYZ):
```
15
Properties=species:S:1:pos:R:3
O 1.001 -0.585 -1.282
O -0.293 3.420 1.276
C -1.137 1.675 -0.560
C 0.856 -2.935 0.187
C -0.005 -1.729 0.675
C 0.116 -0.549 -0.388
C -0.830 0.491 -0.410
H 0.522 -3.228 -0.812
H -1.157 3.258 0.801
H 1.893 -2.582 0.054
H 1.039 -3.786 0.794
H -1.041 -1.906 0.822
H -1.703 2.472 -1.036
H 0.267 2.816 0.794
H 0.524 -1.440 1.604
```

SMILES: C#CC(=O)CC.O
Energy relative to the best compared isomer or geometry (same formula, charge and spin) in kcal per mole: 82.8
Total energy in eV: -9406.2436


Entry 10:
Here is a single C5H8O2 molecule from OMol25. Energies are from the ωB97M-V functional and the def2-TZVPD basis.

Structure (XYZ):
```
15
Properties=species:S:1:pos:R:3
O 1.392 0.836 -0.279
O -0.817 1.193 -0.883
C 1.117 0.109 0.930
C -1.285 0.631 0.353
C 0.011 -0.956 -0.781
C -0.270 -0.487 0.656
C 0.359 0.476 -1.179
H -2.292 0.217 0.201
H 0.863 -1.638 -0.848
H -0.855 -1.357 -1.311
H -1.343 1.421 1.110
H 0.671 0.709 -2.196
H -0.610 -1.224 1.386
H 1.212 0.773 1.792
H 1.847 -0.704 1.048
```

SMILES: C1O[C@H]2C[C@@H]1CO2
Energy relative to the best compared isomer or geometry (same formula, charge and spin) in kcal per mole: 21.5
Total energy in eV: -9408.9010


Entry 11:
Here is a single C5H8O2 molecule from OMol25. Energies are from the ωB97M-V functional and the def2-TZVPD basis.

Structure (XYZ):
```
15
Properties=species:S:1:pos:R:3
O 0.670 1.763 -0.797
O -1.562 1.289 0.532
C -0.474 -1.285 -0.756
C -1.234 0.230 1.035
C 0.462 -0.505 -0.200
C 1.265 0.500 -0.971
C 0.208 -0.212 1.268
H -0.235 1.687 -0.392
H 1.331 0.187 -2.026
H 0.274 -1.104 1.898
H -1.044 -1.963 -0.126
H -0.761 -1.209 -1.797
H 2.311 0.529 -0.613
H 0.801 0.608 1.684
H -2.011 -0.514 1.260
```

SMILES: C=C(CO)CC=O
Energy relative to the best compared isomer or geometry (same formula, charge and spin) in kcal per mole: 50.3
Total energy in eV: -9407.6493


Entry 12:
Here is a molecular structure, C5H8O2 from OMol25. Energies are from the ωB97M-V functional and the def2-TZVPD basis.

Structure (XYZ):
```
15
Properties=species:S:1:pos:R:3
O 2.033 0.636 0.058
O -1.090 -1.853 -1.055
C 0.059 -0.377 0.575
C -1.073 -0.952 -0.256
C 1.510 -0.670 0.250
C -1.861 0.348 -0.166
C -0.464 0.981 -0.063
H 2.070 -1.160 1.059
H -0.170 -0.414 1.651
H -0.329 1.899 0.512
H -2.358 0.468 0.800
H -2.511 0.590 -1.004
H 2.667 0.665 -0.659
H -0.051 1.161 -1.066
H 1.570 -1.323 -0.636
```

Energy relative to the best compared isomer or geometry (same formula, charge and spin) in kcal per mole: 38.3
Total energy in eV: -9408.1711